# 1
237
Properties=species:S:1:pos:R:3 method="wB97M-V/def2-TZVPD" e_above_lowest_kj_mol=0.0 e_tot_ha=-4317.434641 e_lumo_ha=0.0182 homo_energy_ev=-7.62 fmax_ha_per_bohr=0.0494 charge=0 gap_ha=0.2983
C -3.415 -0.814 -5.142
C -2.118 -1.426 -4.543
O -0.997 -0.676 -4.963
H -4.317 -1.404 -4.976
H -3.344 -0.674 -6.220
H -3.546 0.168 -4.688
H -2.023 -2.485 -4.789
H -2.232 -1.334 -3.460
H -0.187 -0.977 -4.539
C -1.104 -0.213 -1.104
C -0.261 -1.426 -0.765
O -0.718 -1.822 0.486
H -0.808 0.581 -0.417
H -2.180 -0.368 -1.024
H -0.876 0.095 -2.124
H 0.817 -1.267 -0.710
H -0.364 -2.279 -1.435
H 0.033 -1.821 1.092
C 2.570 -1.082 -5.399
C 2.225 -0.663 -3.994
O 1.164 -1.442 -3.538
H 2.889 -2.124 -5.415
H 3.406 -0.517 -5.811
H 1.721 -0.775 -6.013
H 1.922 0.384 -3.970
H 3.057 -0.911 -3.334
H 1.517 -2.320 -3.363
C -3.319 -4.305 3.617
C -2.421 -4.022 2.344
O -3.004 -2.998 1.601
H -4.301 -4.639 3.277
H -3.426 -3.410 4.231
H -2.942 -5.142 4.205
H -2.241 -4.900 1.722
H -1.401 -3.699 2.560
H -2.212 -2.534 1.310
C 3.278 -3.733 -1.232
C 2.912 -4.715 -2.303
O 2.639 -4.039 -3.524
H 2.371 -3.175 -1.000
H 3.934 -2.987 -1.682
H 3.648 -4.151 -0.296
H 1.985 -5.228 -2.047
H 3.697 -5.463 -2.409
H 2.098 -4.648 -4.035
C -4.086 2.443 0.396
O -4.163 1.382 1.301
C -2.960 1.075 1.908
C -3.185 0.297 3.179
N -4.171 0.841 4.100
C -3.711 1.958 4.880
C -4.976 2.529 5.566
O -5.875 3.142 4.640
C -5.491 4.380 4.122
H -3.814 3.383 0.876
H -5.107 2.479 0.015
H -3.462 2.197 -0.465
H -2.386 1.942 2.240
H -2.392 0.503 1.173
H -2.207 0.157 3.641
H -3.630 -0.643 2.852
H -4.880 1.125 3.434
H -3.226 2.754 4.311
H -3.035 1.628 5.670
H -4.619 3.236 6.317
H -5.543 1.826 6.177
H -5.527 5.257 4.771
H -6.128 4.705 3.299
H -4.512 4.403 3.642
C -0.916 -10.578 -2.544
O -0.634 -9.458 -1.746
C -1.435 -9.584 -0.523
C -0.984 -8.588 0.567
N -1.363 -7.153 0.411
C -0.481 -6.594 -0.616
C -1.025 -5.213 -1.016
O -2.253 -5.320 -1.644
C -2.841 -4.136 -2.093
H -1.973 -10.700 -2.781
H -0.444 -11.503 -2.208
H -0.450 -10.461 -3.524
H -1.308 -10.565 -0.062
H -2.479 -9.474 -0.819
H 0.033 -8.876 0.836
H -1.555 -8.911 1.438
H -2.284 -7.047 0.006
H -0.491 -7.175 -1.540
H 0.560 -6.591 -0.289
H -0.334 -4.785 -1.744
H -1.101 -4.571 -0.137
H -2.126 -3.446 -2.544
H -3.291 -3.576 -1.273
H -3.531 -4.416 -2.889
C -0.585 -1.917 4.957
O 0.791 -1.594 5.147
C 1.128 -1.324 6.481
C 2.566 -0.738 6.540
N 2.551 0.579 5.887
C 3.923 0.961 5.494
C 4.011 2.364 4.794
O 3.786 2.168 3.357
C 3.882 3.478 2.782
H -1.255 -1.114 5.268
H -0.961 -2.817 5.446
H -0.873 -2.005 3.909
H 1.187 -2.258 7.043
H 0.351 -0.721 6.956
H 3.186 -1.474 6.027
H 2.876 -0.639 7.581
H 1.962 0.484 5.070
H 4.441 0.259 4.837
H 4.487 1.047 6.424
H 4.964 2.866 4.968
H 3.206 2.970 5.214
H 4.003 3.368 1.705
H 4.765 3.996 3.158
H 2.994 4.056 3.042
C 0.179 2.115 4.173
O 0.565 0.857 3.648
C 1.023 0.950 2.286
C 1.985 -0.151 1.865
N 1.446 -1.436 2.298
C 2.464 -2.583 2.263
C 3.822 -2.331 2.920
O 4.866 -1.902 1.972
C 6.031 -1.617 2.673
H -0.254 2.113 5.173
H -0.393 2.786 3.531
H 1.113 2.656 4.338
H 1.464 1.918 2.047
H 0.156 0.879 1.627
H 2.979 0.005 2.286
H 2.187 -0.134 0.793
H 1.347 -1.347 3.301
H 2.678 -2.966 1.265
H 1.957 -3.380 2.809
H 4.158 -3.294 3.306
H 3.653 -1.675 3.776
H 5.950 -0.895 3.487
H 6.805 -1.255 1.995
H 6.326 -2.547 3.161
C 10.336 3.437 -2.131
O 9.354 2.463 -2.430
C 9.665 1.085 -2.084
C 8.462 0.125 -2.365
N 7.378 0.502 -1.412
C 6.237 -0.465 -1.445
C 4.948 0.089 -0.867
O 4.569 1.214 -1.634
C 3.191 1.587 -1.360
H 11.292 3.136 -2.562
H 10.481 3.473 -1.050
H 10.014 4.414 -2.491
H 9.805 1.035 -1.004
H 10.528 0.723 -2.645
H 8.802 -0.890 -2.152
H 8.166 0.179 -3.413
H 7.004 1.422 -1.601
H 6.515 -1.383 -0.925
H 6.062 -0.735 -2.488
H 5.097 0.310 0.191
H 4.247 -0.748 -0.826
H 2.484 0.773 -1.532
H 3.009 2.433 -2.023
H 3.103 1.882 -0.314
C -2.037 5.844 -0.172
O -1.431 4.657 0.312
C -0.881 3.836 -0.746
C 0.331 4.393 -1.549
N 1.485 4.625 -0.678
C 2.582 5.397 -1.258
C 2.134 6.887 -1.303
O 1.989 7.281 0.084
C 1.409 8.588 0.191
H -2.913 5.637 -0.789
H -1.308 6.394 -0.769
H -2.392 6.476 0.642
H -1.753 3.579 -1.349
H -0.672 2.919 -0.196
H 0.004 5.249 -2.144
H 0.633 3.645 -2.283
H 1.073 5.132 0.094
H 2.767 5.038 -2.271
H 3.546 5.296 -0.759
H 1.263 7.133 -1.914
H 2.992 7.452 -1.671
H 1.913 9.273 -0.492
H 1.501 8.942 1.217
H 0.368 8.522 -0.132
C 2.541 7.669 -4.865
O 1.866 6.470 -4.463
C 2.072 5.417 -5.420
C 1.505 4.069 -5.022
N 0.085 3.979 -5.295
C -0.429 2.702 -4.899
C -1.899 2.703 -4.771
O -2.376 3.494 -3.653
C -3.821 3.494 -3.568
H 2.532 8.375 -4.035
H 2.126 8.001 -5.817
H 3.606 7.487 -5.028
H 3.149 5.308 -5.562
H 1.731 5.679 -6.424
H 1.737 4.025 -3.956
H 2.080 3.274 -5.499
H -0.462 4.674 -4.806
H -0.041 2.301 -3.961
H -0.186 1.960 -5.660
H -2.179 1.696 -4.463
H -2.344 2.904 -5.747
H -4.162 4.228 -2.839
H -4.041 2.479 -3.233
H -4.417 3.641 -4.469
C -9.474 -1.625 1.300
O -8.876 -2.908 1.148
C -8.146 -3.255 2.350
C -6.740 -2.636 2.448
N -5.710 -3.242 1.583
C -5.934 -2.922 0.182
C -5.603 -1.453 -0.248
O -5.857 -1.380 -1.618
C -5.394 -0.091 -2.092
H -8.820 -0.757 1.209
H -9.967 -1.542 2.269
H -10.301 -1.498 0.601
H -8.023 -4.338 2.369
H -8.685 -3.069 3.279
H -6.425 -2.857 3.469
H -6.757 -1.551 2.331
H -4.756 -2.992 1.798
H -6.912 -3.230 -0.183
H -5.163 -3.506 -0.323
H -4.596 -1.149 0.042
H -6.299 -0.797 0.278
H -5.402 -0.080 -3.182
H -4.381 0.169 -1.780
H -6.028 0.763 -1.853

# 2
110
Properties=species:S:1:pos:R:3 method="wB97M-V/def2-TZVPD" e_above_lowest_kj_mol=0.0 e_tot_ha=-7249.494840 e_lumo_ha="-0.3534 / -0.3534" homo_energy_ev="-12.79 / -12.79" fmax_ha_per_bohr=0.0410 charge=+2 gap_ha="0.1166 / 0.1166"
Pd -0.502 -0.090 0.669
O -0.441 1.581 2.984
C 0.107 1.031 4.111
C 0.807 1.730 5.082
C 1.273 1.054 6.199
C 1.074 -0.314 6.336
C 0.474 -1.026 5.315
C -0.017 -0.355 4.195
P -0.646 -1.290 2.782
C -2.355 -1.750 3.048
C -3.149 -1.104 3.994
C -4.485 -1.453 4.107
C -5.023 -2.436 3.286
C -4.229 -3.082 2.340
C -2.900 -2.731 2.207
C 0.361 -2.777 2.808
C 1.718 -2.610 2.505
C 2.576 -3.689 2.576
C 2.085 -4.934 2.955
C 0.743 -5.096 3.273
C -0.132 -4.026 3.190
C -0.832 2.895 2.878
C -1.235 3.713 3.923
C -1.586 5.026 3.654
C -1.561 5.522 2.357
C -1.230 4.683 1.309
C -0.866 3.366 1.569
P -0.382 2.259 0.207
C -1.574 2.643 -1.075
C -1.220 2.735 -2.424
C -2.197 2.995 -3.368
C -3.526 3.122 -2.983
C -3.886 3.003 -1.643
C -2.918 2.759 -0.689
C 1.273 2.879 -0.173
C 1.451 4.064 -0.885
C 2.707 4.645 -0.927
C 3.777 4.046 -0.275
C 3.606 2.847 0.405
C 2.353 2.262 0.460
H 1.010 2.784 4.957
H 1.802 1.604 6.966
H 1.420 -0.829 7.221
H 0.381 -2.102 5.379
H -2.721 -0.354 4.648
H -5.109 -0.961 4.840
H -6.067 -2.703 3.385
H -4.653 -3.849 1.705
H -2.278 -3.213 1.461
H 2.086 -1.633 2.216
H 3.623 -3.564 2.338
H 2.754 -5.783 3.000
H 0.375 -6.062 3.590
H -1.176 -4.160 3.440
H -1.296 3.335 4.933
H -1.894 5.669 4.467
H -1.816 6.555 2.164
H -1.264 5.046 0.290
H -0.185 2.638 -2.729
H -1.922 3.100 -4.410
H -4.286 3.317 -3.728
H -4.921 3.104 -1.343
H -3.191 2.686 0.357
H 0.616 4.541 -1.382
H 2.848 5.570 -1.468
H 4.750 4.521 -0.292
H 4.448 2.382 0.902
H 2.196 1.342 1.012
F 1.641 -1.804 -5.395
C 0.415 -1.465 -4.979
C 0.240 -1.131 -3.643
C -1.035 -0.761 -3.270
F -1.294 -0.422 -1.994
C -2.095 -0.717 -4.154
F -3.303 -0.349 -3.729
C -1.887 -1.061 -5.479
F -2.890 -1.016 -6.336
C -0.620 -1.444 -5.898
F -0.414 -1.782 -7.160
Ge 1.816 -1.337 -2.438
S 1.219 -1.394 -0.287
C 2.514 -3.101 -2.943
C 3.694 -3.333 -3.631
F 4.527 -2.320 -3.876
C 4.008 -4.593 -4.108
F 5.142 -4.801 -4.759
C 3.122 -5.645 -3.911
F 3.415 -6.841 -4.376
C 1.929 -5.438 -3.229
F 1.079 -6.435 -3.037
C 1.651 -4.170 -2.762
F 0.485 -3.929 -2.133
C 3.138 0.071 -2.803
C 4.400 -0.077 -2.251
F 4.592 -1.097 -1.404
C 5.429 0.798 -2.536
F 6.624 0.657 -1.979
C 5.180 1.865 -3.389
F 6.138 2.740 -3.639
C 3.918 2.055 -3.931
F 3.673 3.110 -4.701
C 2.913 1.155 -3.630
F 1.685 1.360 -4.133
N -2.723 -0.206 0.369
C -3.820 -0.256 0.000
C -5.142 -0.327 -0.376
C -5.576 -1.289 -1.312
N -5.944 -2.087 -2.058
C -6.063 0.527 0.268
N -6.803 1.213 0.827

# 3
117
Properties=species:S:1:pos:R:3 method="wB97M-V/def2-TZVPD" e_above_lowest_kj_mol=26.3 e_tot_ha=-9275.804043 s_squared=0.76 e_lumo_ha="-0.1266 / -0.1457" homo_energy_ev="-10.22 / -10.22" multiplicity=2 fmax_ha_per_bohr=0.0109 charge=+1 gap_ha="0.2489 / 0.2298"
Ru -0.581 0.420 0.417
Cl 1.692 -5.801 3.328
C 0.913 -4.322 2.887
C 0.322 -3.531 3.876
C -0.308 -2.351 3.559
C -0.368 -1.901 2.229
O -0.991 -0.774 1.979
C 0.234 -2.714 1.232
C 0.164 -2.389 -0.155
O -0.279 -1.345 -0.658
C 0.863 -3.925 1.580
H 0.367 -3.861 4.906
H -0.764 -1.744 4.329
H 0.504 -3.151 -0.864
H 1.308 -4.539 0.807
Se 1.866 5.861 -2.245
P 3.081 4.146 -2.253
C 4.593 4.289 -1.263
C 5.057 3.240 -0.475
C 6.245 3.376 0.229
C 6.974 4.553 0.140
C 6.513 5.601 -0.649
C 5.323 5.472 -1.345
C 3.619 3.614 -3.898
C 3.222 4.348 -5.010
C 3.638 3.966 -6.278
C 4.454 2.855 -6.433
C 4.862 2.128 -5.321
C 4.452 2.506 -4.054
C 2.221 2.711 -1.581
C 1.339 2.580 -0.521
N 0.927 1.287 -0.566
N 1.532 0.660 -1.568
N 2.322 1.496 -2.174
P 0.905 3.534 0.941
Se -0.237 2.096 2.146
C 2.393 4.062 1.795
C 2.930 3.274 2.810
C 4.104 3.663 3.434
C 4.741 4.834 3.048
C 4.211 5.618 2.031
C 3.041 5.234 1.398
C -0.097 4.957 0.553
C -0.058 6.112 1.327
C -0.912 7.161 1.022
C -1.802 7.054 -0.038
C -1.854 5.890 -0.795
C -1.002 4.845 -0.494
H 4.494 2.316 -0.400
H 6.600 2.561 0.846
H 7.904 4.656 0.686
H 7.083 6.519 -0.719
H 4.949 6.293 -1.947
H 2.588 5.216 -4.876
H 3.332 4.543 -7.141
H 4.782 2.559 -7.421
H 5.504 1.266 -5.441
H 4.773 1.934 -3.194
H 2.433 2.362 3.116
H 4.519 3.053 4.226
H 5.657 5.138 3.540
H 4.712 6.526 1.722
H 2.641 5.833 0.587
H 0.625 6.199 2.162
H -0.881 8.065 1.615
H -2.461 7.879 -0.273
H -2.552 5.810 -1.618
H -1.013 3.934 -1.072
C -3.139 2.135 -1.303
P -1.971 0.734 -1.451
C -1.083 1.003 -3.001
C -0.665 -0.105 -3.738
C 0.111 0.068 -4.873
C 0.477 1.344 -5.284
C 0.052 2.449 -4.562
C -0.717 2.280 -3.422
C -3.051 -0.699 -1.698
C -3.212 -1.685 -0.732
C -4.097 -2.731 -0.950
C -4.829 -2.792 -2.125
C -4.689 -1.797 -3.084
C -3.804 -0.753 -2.872
P -3.583 2.654 0.425
C -4.436 1.133 0.990
C -5.584 0.632 0.373
C -6.182 -0.524 0.840
C -5.634 -1.202 1.926
C -4.495 -0.715 2.545
C -3.902 0.456 2.083
C -5.031 3.709 0.040
C -5.968 3.911 1.055
C -7.041 4.767 0.870
C -7.195 5.446 -0.332
C -6.269 5.258 -1.346
C -5.195 4.397 -1.161
H -4.031 1.852 -1.870
H -2.697 2.983 -1.824
H -0.928 -1.104 -3.415
H 0.440 -0.798 -5.431
H 1.096 1.477 -6.162
H 0.334 3.449 -4.866
H -1.001 3.169 -2.875
H -2.680 -1.628 0.209
H -4.221 -3.491 -0.190
H -5.517 -3.611 -2.293
H -5.264 -1.836 -4.000
H -3.690 0.013 -3.632
H -6.024 1.165 -0.463
H -7.077 -0.903 0.363
H -6.107 -2.105 2.291
H -4.069 -1.234 3.394
H -3.026 0.851 2.584
H -5.862 3.388 1.999
H -7.761 4.905 1.667
H -8.034 6.114 -0.477
H -6.383 5.778 -2.289
H -4.497 4.262 -1.978

Question: Look up the charge of the second one.
Answer: +2